Entry 1:
Entry from the Open Molecules 2025 dataset: a cluster of 2 separate species, C6H11ClN2 in total in a non-equilibrium geometry (ωB97M-V/def2-TZVPD).

```
! wB97M-V def2-TZVPD RIJCOSX def2/J DEFGRID3
* xyz 0 1
C -0.46945 -1.84841 2.19924
C 0.77958 -1.54403 1.38833
N 0.54871 -0.49402 0.39717
C 1.41390 0.51865 -0.00896
C 0.82267 1.18758 -1.00345
N -0.41141 0.59145 -1.24999
C -0.49790 -0.44482 -0.43736
C -1.48397 1.18912 -2.04432
H -1.20637 -2.31904 1.54335
H -0.92974 -1.04249 2.76354
H -0.26631 -2.63461 2.93008
H 1.20818 -2.39643 0.86026
H 1.58338 -1.23846 2.05852
H 2.37164 0.67333 0.45531
H 1.17085 2.06754 -1.52514
H -1.24123 -1.22493 -0.43588
H -2.31651 1.41199 -1.38277
H -1.71752 0.57371 -2.90676
H -1.14510 2.16198 -2.39846
Cl 1.78659 4.81192 -1.20273
*
```

Calculated values
Gap between HOMO and LUMO ... 5.9427 eV

Entry 2:
Entry from the Open Molecules 2025 dataset: a cluster of 8 separate species, C72H152N8O8 in total in a non-equilibrium geometry (ωB97M-V/def2-TZVPD).

```
! wB97M-V def2-TZVPD RIJCOSX def2/J DEFGRID3
* xyz 0 1
C -8.41360 31.72128 11.68783
C -9.27832 31.35398 10.48318
C -9.17036 32.53020 9.50026
C -9.81318 32.15034 8.17806
C -9.22703 30.93516 7.60200
C -9.30437 29.67839 8.54335
N -8.81306 30.15899 9.86153
O -8.84334 29.09649 10.74997
C -10.77156 29.02502 8.45447
C -8.39232 28.62197 8.03372
C -10.76011 31.17804 11.04530
H -8.22832 30.83419 12.29949
H -8.96284 32.47650 12.27103
H -7.45350 32.14357 11.31705
H -9.60881 33.44233 9.93009
H -8.09189 32.61504 9.24926
H -9.65280 32.96660 7.44860
H -10.86271 31.92867 8.37674
H -8.23548 31.12024 7.26772
H -9.80069 30.69223 6.70264
H -10.82568 28.23557 9.12727
H -11.57046 29.73338 8.62984
H -10.93671 28.68920 7.41225
H -8.58376 28.45075 6.98215
H -7.34444 28.91733 8.17033
H -8.50904 27.66445 8.56428
H -11.38892 32.04195 11.07065
H -10.76729 30.84501 12.09361
H -11.45013 30.52705 10.46890
H -9.70764 29.11122 11.24333
C -7.27811 20.79346 2.70296
C -7.46831 21.01617 4.22440
C -6.24371 20.74700 5.09769
C -5.05601 21.69985 4.84765
C -5.57537 23.10268 5.25067
C -6.87556 23.51315 4.56964
N -7.81289 22.41937 4.55683
O -8.92618 22.83178 3.79567
C -7.47623 24.73364 5.35801
C -6.45871 24.07795 3.16838
C -8.61305 20.11385 4.79020
H -7.32887 19.71725 2.47666
H -6.33869 21.18386 2.27667
H -7.94556 21.41759 2.17804
H -6.57085 20.68198 6.12832
H -5.88520 19.76543 4.86892
H -4.70368 21.59272 3.79560
H -4.28296 21.43400 5.51709
H -4.89440 23.86189 5.06085
H -5.64383 22.95541 6.34037
H -7.66603 24.27517 6.35166
H -6.80800 25.51837 5.35894
H -8.41325 25.03603 4.89954
H -5.82629 24.92667 3.30150
H -5.76043 23.39471 2.71301
H -7.32146 24.33362 2.56296
H -9.38795 20.13867 4.04277
H -8.93933 20.40787 5.82129
H -8.33928 19.08632 4.94579
H -9.36364 23.37743 4.45697
C -9.64010 29.93843 -3.27626
C -8.76759 31.18555 -3.23368
C -9.60839 32.42253 -2.91245
C -8.73734 33.56286 -2.55992
C -7.94144 33.29490 -1.33624
C -7.00347 32.05112 -1.58418
N -7.83967 30.96200 -2.08824
O -6.82725 30.00416 -2.37984
C -5.75211 32.54109 -2.39247
C -6.46367 31.59547 -0.17175
C -7.98883 31.23335 -4.52123
H -10.08104 29.82215 -2.32096
H -8.98271 29.10337 -3.47205
H -10.42750 30.05344 -4.05093
H -10.14960 32.44104 -3.87111
H -10.20883 32.24123 -2.05329
H -9.25745 34.45592 -2.37185
H -8.00171 33.82116 -3.39348
H -8.60137 33.17447 -0.48018
H -7.35558 34.18842 -1.00494
H -5.24520 31.80993 -2.99772
H -6.00211 33.34199 -3.03672
H -5.06449 33.06887 -1.68992
H -7.12303 30.95041 0.40887
H -5.50180 31.06360 -0.24909
H -6.30419 32.42917 0.48798
H -8.63349 31.56623 -5.37599
H -7.49963 30.32382 -4.75438
H -7.25990 32.06698 -4.53811
H -7.23294 29.16296 -2.15384
C -6.78610 22.05635 -1.53189
C -8.09071 21.22419 -1.70255
C -7.92513 19.77034 -1.22060
C -9.21524 19.01942 -1.15303
C -10.21509 19.71935 -0.22401
C -10.49824 21.22403 -0.62086
N -9.12070 21.88129 -0.81969
O -9.41873 23.19206 -1.34356
C -11.45560 21.32157 -1.85616
C -11.20778 21.82714 0.58096
C -8.66255 21.26913 -3.15268
H -6.90435 23.06093 -1.89028
H -5.97268 21.49726 -2.02467
H -6.51155 22.05471 -0.46565
H -7.10413 19.24895 -1.73898
H -7.55225 19.86294 -0.16265
H -9.04520 18.03004 -0.75157
H -9.64148 18.90926 -2.17867
H -9.88396 19.71603 0.84959
H -11.17638 19.22608 -0.27681
H -11.45775 20.48720 -2.57166
H -12.44360 21.42323 -1.41566
H -11.38310 22.22599 -2.37540
H -12.10572 21.23125 0.81363
H -10.55485 21.79924 1.46288
H -11.51373 22.86551 0.43405
H -9.54483 20.62037 -3.35213
H -7.88698 20.83986 -3.80949
H -8.80603 22.30475 -3.38605
H -8.97450 23.84775 -0.82668
C -16.74330 30.76637 5.53695
C -15.79691 30.60003 6.75569
C -14.83753 29.51829 6.52315
C -13.72562 29.89051 5.51557
C -13.03506 31.16163 5.97067
C -14.03649 32.31744 6.10725
N -15.06386 31.83804 7.03921
O -15.95405 32.87795 7.14960
C -13.25972 33.49592 6.79172
C -14.38461 32.78506 4.67571
C -16.64426 30.21136 8.00743
H -17.45826 29.98323 5.42351
H -16.20055 30.64444 4.58202
H -17.27358 31.69393 5.46958
H -14.29957 29.16958 7.45209
H -15.31282 28.58897 6.20611
H -14.18538 29.95880 4.50612
H -12.95412 29.06963 5.47081
H -12.20722 31.47829 5.35211
H -12.56367 31.14139 6.95494
H -12.31872 33.61948 6.30270
H -13.79410 34.45600 6.61736
H -13.07564 33.28570 7.85253
H -14.39395 31.98378 3.94644
H -15.29419 33.28236 4.46508
H -13.70578 33.52862 4.24121
H -17.44326 30.92405 8.18524
H -15.96080 30.00934 8.85091
H -17.12499 29.26632 7.76245
H -15.93722 33.31495 8.02435
C -12.03158 26.90834 -2.31920
C -12.93081 25.68579 -2.63936
C -12.91987 24.80308 -1.35129
C -14.07827 23.72962 -1.22840
C -15.45606 24.39834 -1.34083
C -15.43788 25.76223 -2.11316
N -14.25513 25.95561 -3.15067
O -14.29023 27.21242 -3.67781
C -16.63837 25.90949 -3.01338
C -15.32596 27.03425 -1.10535
C -12.25754 24.83033 -3.71301
H -11.16589 26.67826 -1.67549
H -12.52139 27.70403 -1.72703
H -11.66105 27.37880 -3.22544
H -11.91726 24.29385 -1.37527
H -12.84993 25.47748 -0.50157
H -14.05331 23.13823 -0.31406
H -13.97864 22.95235 -2.03143
H -15.77390 24.70833 -0.36144
H -16.12823 23.70507 -1.79906
H -16.58769 26.84557 -3.60466
H -16.67867 25.12969 -3.74179
H -17.58873 25.90119 -2.47722
H -16.22599 27.03449 -0.45667
H -14.31560 27.02967 -0.63371
H -15.37162 27.94126 -1.69561
H -12.60699 23.78406 -3.80875
H -11.21126 24.84829 -3.53668
H -12.47778 25.25496 -4.69334
H -14.32100 27.05972 -4.64705
C -16.19109 23.28119 5.23391
C -15.87528 24.32042 4.16219
C -16.54110 25.66995 4.51290
C -16.04899 26.86124 3.75558
C -14.56735 27.01064 3.97180
C -13.77678 25.74987 3.51572
N -14.35323 24.60664 4.21817
O -13.78224 23.38601 3.76381
C -13.83280 25.73591 2.02097
C -12.25921 25.74880 3.93985
C -16.37887 23.75161 2.78157
H -17.27836 23.31195 5.53704
H -15.54040 23.37518 6.13913
H -16.01889 22.28394 4.88298
H -17.63496 25.52363 4.48645
H -16.17429 25.98755 5.50159
H -16.49070 27.81807 4.16984
H -16.19086 26.90297 2.66039
H -14.38681 27.21677 5.05139
H -14.20079 27.87800 3.44948
H -13.16132 25.05232 1.49299
H -14.78743 25.43998 1.72062
H -13.61633 26.72719 1.64948
H -11.85529 24.87876 3.48729
H -11.75008 26.60086 3.55572
H -12.15227 25.70535 5.02045
H -17.32043 23.27491 3.05149
H -15.81095 22.91985 2.55905
H -16.49435 24.44840 1.93307
H -13.39311 22.98492 4.57570
C -8.71110 27.67687 -0.06284
C -9.38072 27.16483 1.22505
C -8.41226 27.05038 2.38447
C -8.04659 28.35508 2.98422
C -9.23651 29.10033 3.43350
C -10.20337 29.30557 2.27779
N -10.50675 28.01241 1.68713
O -11.54948 28.02596 0.63501
C -11.55758 29.74905 2.83157
C -9.74311 30.39519 1.29789
C -9.86194 25.77829 0.98011
H -9.30977 27.63549 -0.95033
H -7.79152 27.19258 -0.31996
H -8.37364 28.68826 -0.00718
H -8.72702 26.36963 3.14601
H -7.51037 26.57082 1.99134
H -7.37712 29.02645 2.36804
H -7.39026 28.10809 3.81014
H -8.83389 29.98799 3.89949
H -9.82198 28.54334 4.14347
H -11.41625 30.57482 3.54011
H -12.17027 29.99431 2.02459
H -12.07598 28.93989 3.46565
H -8.62176 30.44513 1.22085
H -10.12153 30.17835 0.30356
H -10.18281 31.37637 1.58557
H -10.40273 25.68531 0.00551
H -10.63557 25.58553 1.78061
H -8.95910 25.12074 0.95667
H -11.27932 28.72265 0.03176
*
```

Calculated values
Gap between HOMO and LUMO ... 8.5133 eV
Structure (SMILES) ... CC1(C)CCCC(C)(C)N1O.CC1(C)CCCC(C)(C)N1O.CC1(C)CCCC(C)(C)N1O.CC1(C)CCCC(C)(C)N1O.CC1(C)CCCC(C)(C)N1O.CC1(C)CCCC(C)(C)N1O.CC1(C)CCCC(C)(C)N1O.CC1(C)CCCC(C)(C)N1O

Entry 3:
Entry from the Open Molecules 2025 dataset: a structure of composition Br2ClP in a non-equilibrium geometry (ωB97M-V/def2-TZVPD).

```
! wB97M-V def2-TZVPD RIJCOSX def2/J DEFGRID3
* xyz 0 1
P -0.39590 0.14484 -1.19759
Cl -0.40614 -1.18190 0.12659
Br -0.88827 0.20471 2.52934
Br 1.69031 0.83235 -1.45834
*
```

Calculated values
Gap between HOMO and LUMO (alpha / beta) ... 8.6832 / 5.6286 eV